No. 1
# C39H105N27O15

A cluster of 15 separate species, C39H105N27O15 in total in a non-equilibrium geometry (ωB97M-V with the def2-TZVPD basis set, OMol25).

Each line ends with the Löwdin charge.
Element x y z (Å)
C  -3.340  -8.064  -2.378  -0.03
C  -2.528  -7.754  -1.069  -0.49
C  -1.003  -7.902  -1.485  -0.11
C  -0.426  -6.616  -2.051  -0.22
C  -0.599  -5.477  -1.170  -0.15
C  -2.132  -5.221  -0.838  -0.42
N  -2.805  -6.515  -0.388  -0.11
O  -4.127  -6.238  0.035  0.00
C  -2.125  -4.172  0.266  -0.05
C  -2.936  -4.582  -2.034  -0.02
C  -2.883  -8.823  -0.008  -0.04
H  -2.835  -7.561  -3.203  0.07
H  -4.250  -7.508  -2.152  0.07
H  -3.576  -9.099  -2.621  0.09
H  -0.382  -8.403  -0.742  0.12
H  -0.969  -8.644  -2.283  0.11
H  -0.898  -6.373  -3.003  0.10
H  0.621  -6.706  -2.342  0.12
H  -0.246  -4.575  -1.671  0.11
H  -0.078  -5.562  -0.217  0.12
H  -1.859  -3.172  -0.075  0.07
H  -3.165  -4.209  0.591  0.07
H  -1.478  -4.522  1.070  0.08
H  -3.764  -3.939  -1.733  0.05
H  -2.303  -4.022  -2.721  0.07
H  -3.257  -5.311  -2.778  0.07
H  -2.426  -9.744  -0.370  0.07
H  -3.954  -9.020  0.036  0.08
H  -2.390  -8.694  0.956  0.09
H  -4.475  -5.857  -0.774  0.07
C  2.012  -2.444  -4.034  -0.04
C  0.942  -2.842  -5.097  -0.49
C  -0.373  -2.379  -4.432  -0.15
C  -0.568  -0.890  -4.393  -0.21
C  -0.438  -0.268  -5.779  -0.11
C  0.892  -0.685  -6.548  -0.41
N  1.263  -2.088  -6.307  -0.14
O  2.412  -2.556  -6.906  0.01
C  0.676  -0.419  -8.068  -0.04
C  2.009  0.357  -6.068  -0.02
C  0.954  -4.339  -5.309  -0.02
H  1.937  -1.391  -3.761  0.06
H  2.965  -2.665  -4.514  0.08
H  2.171  -2.977  -3.097  0.08
H  -1.299  -2.720  -4.894  0.12
H  -0.393  -2.740  -3.403  0.10
H  0.065  -0.446  -3.625  0.09
H  -1.564  -0.689  -3.998  0.10
H  -0.503  0.814  -5.664  0.10
H  -1.333  -0.483  -6.362  0.12
H  1.535  -0.726  -8.664  0.07
H  -0.123  -1.072  -8.422  0.08
H  0.281  0.527  -8.437  0.09
H  2.749  0.458  -6.862  0.07
H  1.643  1.357  -5.835  0.06
H  2.549  0.118  -5.152  0.06
H  0.416  -4.752  -4.456  0.07
H  1.905  -4.820  -5.538  0.09
H  0.192  -4.566  -6.054  0.09
H  2.062  -2.798  -7.766  0.11
C  -0.325  -0.378  -0.248  -0.05
C  0.575  0.352  0.659  -0.54
C  1.143  1.485  -0.156  -0.11
C  1.953  2.493  0.718  -0.19
C  1.252  2.981  1.914  -0.11
C  0.466  1.800  2.755  -0.37
N  -0.205  0.876  1.822  -0.06
O  -0.892  -0.173  2.506  -0.02
C  1.382  1.171  3.854  -0.04
C  -0.741  2.435  3.605  -0.01
C  1.680  -0.632  0.929  -0.03
H  -1.147  0.301  -0.475  0.08
H  -0.822  -1.256  0.166  0.07
H  0.186  -0.627  -1.178  0.08
H  1.869  1.030  -0.830  0.12
H  0.293  2.007  -0.598  0.11
H  2.428  3.301  0.162  0.05
H  2.944  2.118  0.972  0.11
H  0.498  3.681  1.553  0.07
H  1.807  3.667  2.554  0.11
H  2.262  0.559  3.654  0.07
H  1.780  1.960  4.491  0.09
H  0.811  0.562  4.554  0.03
H  -1.579  2.649  2.941  0.05
H  -0.984  1.878  4.509  0.07
H  -0.602  3.429  4.030  0.07
H  1.953  -1.271  0.089  0.09
H  1.337  -1.200  1.794  0.05
H  2.623  -0.262  1.330  0.06
H  -0.182  -0.651  2.942  0.04
C  -4.080  -0.978  -0.833  -0.68
O  -3.705  -0.220  -1.739  0.00
N  -3.743  -0.903  0.450  0.19
N  -4.990  -1.933  -0.990  0.15
H  -4.224  -1.422  1.170  0.10
H  -3.401  -0.019  0.801  0.09
H  -5.572  -2.031  -1.810  0.12
H  -5.289  -2.504  -0.212  0.11
C  2.174  -0.064  7.352  -0.75
O  3.005  0.722  6.979  0.05
N  2.472  -1.053  8.206  0.15
N  0.909  -0.103  6.891  0.16
H  3.422  -0.904  8.515  0.11
H  1.877  -1.721  8.675  0.10
H  0.346  -0.938  6.968  0.08
H  0.669  0.697  6.324  0.08
C  5.957  0.981  0.555  -0.76
O  6.123  2.077  1.097  0.02
N  6.139  0.777  -0.710  0.17
N  5.304  -0.045  1.004  0.17
H  6.120  -0.170  -1.062  0.11
H  6.513  1.512  -1.293  0.12
H  5.359  -0.103  2.011  0.11
H  5.150  -0.877  0.451  0.12
C  -1.151  6.827  4.842  -0.77
O  -1.353  7.116  6.047  -0.02
N  -0.091  7.279  4.272  0.16
N  -1.919  6.155  4.029  0.17
H  0.188  6.866  3.394  0.06
H  0.593  7.754  4.845  0.13
H  -2.878  6.064  4.334  0.12
H  -1.540  5.996  3.106  0.05
C  0.497  -2.476  4.408  -0.80
O  -0.205  -2.252  5.337  0.07
N  0.019  -2.904  3.260  0.17
N  1.808  -2.435  4.341  0.18
H  -0.974  -3.075  3.181  0.07
H  0.721  -3.011  2.541  0.09
H  2.197  -2.867  3.515  0.11
H  2.350  -2.278  5.179  0.12
C  0.020  6.680  0.907  -0.72
O  -0.238  5.902  1.804  0.00
N  0.328  7.973  0.959  0.18
N  0.194  6.250  -0.298  0.19
H  0.428  8.514  0.113  0.12
H  -0.029  8.479  1.757  0.11
H  0.429  5.302  -0.557  0.11
H  0.649  7.012  -0.779  0.11
C  4.628  5.506  0.267  -0.82
O  5.417  6.429  0.363  0.02
N  3.612  5.373  1.043  0.19
N  4.578  4.800  -0.797  0.19
H  2.731  4.934  0.820  0.07
H  3.489  6.278  1.475  0.12
H  3.799  4.189  -0.999  0.06
H  5.427  4.768  -1.342  0.13
C  1.321  3.944  -2.858  -0.87
O  2.278  4.129  -2.224  0.08
N  0.436  4.808  -3.201  0.19
N  0.941  2.807  -3.265  0.20
H  -0.392  4.597  -3.739  0.07
H  0.567  5.774  -2.937  0.11
H  1.687  2.129  -3.193  0.13
H  0.178  2.801  -3.927  0.09
C  -2.508  3.020  -3.109  -0.82
O  -1.996  3.659  -4.004  0.00
N  -2.338  1.763  -3.082  0.21
N  -3.231  3.449  -2.175  0.21
H  -1.509  1.494  -3.594  0.09
H  -2.686  1.229  -2.299  0.06
H  -3.559  4.402  -2.110  0.12
H  -3.772  2.862  -1.557  0.10
C  -3.689  -2.689  3.823  -0.78
O  -2.853  -3.350  3.229  0.02
N  -4.620  -3.083  4.594  0.19
N  -3.676  -1.379  3.795  0.18
H  -5.255  -2.366  4.914  0.12
H  -4.739  -4.085  4.542  0.14
H  -3.004  -0.914  3.202  0.09
H  -4.351  -0.835  4.315  0.12
C  4.838  2.768  4.705  -0.83
O  4.704  2.739  5.922  0.03
N  5.090  1.801  3.899  0.17
N  4.914  3.822  4.012  0.17
H  5.323  0.940  4.372  0.12
H  5.214  1.997  2.916  0.05
H  5.052  3.864  3.012  0.10
H  4.727  4.683  4.505  0.13
C  -4.210  3.255  0.853  -0.80
O  -4.303  2.170  1.386  0.03
N  -5.269  3.775  0.288  0.16
N  -3.094  3.933  0.798  0.19
H  -5.344  4.688  -0.138  0.11
H  -6.069  3.167  0.193  0.13
H  -3.045  4.860  0.400  0.11
H  -2.220  3.575  1.156  0.10

The value obtained for the energy above the lowest of the compared OMol25 structures with the same formula, charge and spin is 187.3 kcal per mole. The molar mass is 1192.443 g mol⁻¹. For the orbital gap, the calculation gives 8.14 eV. For the HOMO energy, the calculation gives -0.30665 Eh. The LUMO energy is -0.2042 eV. As for the total charge: 0.


No. 2
# C39H27CrF5O2P2Se

A structure of composition C39H27CrF5O2P2Se in a non-equilibrium geometry (ωB97M-V with the def2-TZVPD basis set, OMol25).

Each line ends with the Löwdin spin population.
Element x y z (Å)
Cr  16.249  12.776  11.462  3.81
O  17.961  11.898  10.712  0.05
P  18.379  10.440  10.811  0.01
C  17.727  9.598  12.284  0.00
P  17.532  10.724  13.744  0.00
O  16.784  12.002  13.423  0.03
C  19.197  11.185  14.428  0.00
C  19.369  12.529  14.758  0.00
C  20.698  12.927  15.018  0.00
C  21.710  11.995  15.136  0.00
C  21.487  10.618  14.950  0.00
C  20.210  10.237  14.559  0.00
C  16.578  9.811  14.910  0.00
C  16.946  8.576  15.389  0.00
C  16.146  7.907  16.289  0.00
C  14.913  8.435  16.611  0.00
C  14.599  9.717  16.214  0.00
C  15.411  10.409  15.319  0.00
C  17.849  9.603  9.350  0.00
C  18.123  8.254  9.088  0.00
C  17.785  7.697  7.862  0.00
C  17.069  8.482  6.965  0.00
C  16.707  9.796  7.214  0.00
C  17.181  10.330  8.391  0.00
C  20.141  10.311  11.011  0.00
C  20.798  9.066  11.206  0.00
C  22.145  9.006  11.388  0.00
C  22.875  10.210  11.502  0.00
C  22.238  11.425  11.301  0.00
C  20.862  11.518  11.050  0.00
H  18.303  8.699  12.416  0.00
H  16.689  9.339  12.023  0.00
H  18.567  13.247  14.642  0.00
H  20.963  13.955  15.247  0.00
H  22.727  12.357  15.397  0.00
H  22.279  9.885  15.130  0.00
H  20.046  9.165  14.352  0.00
H  17.844  8.122  15.175  0.00
H  16.576  7.030  16.765  0.00
H  14.205  7.925  17.310  0.00
H  13.672  10.170  16.538  0.00
H  15.161  11.429  14.954  0.00
H  18.652  7.677  9.829  0.00
H  18.014  6.617  7.567  0.00
H  16.928  7.924  6.047  0.00
H  16.251  10.441  6.493  0.00
H  17.025  11.407  8.527  0.00
H  20.281  8.130  11.235  0.00
H  22.590  8.067  11.613  0.00
H  23.899  10.218  11.796  0.00
H  22.811  12.330  11.376  0.00
H  20.353  12.495  10.889  0.00
C  14.284  12.240  11.723  -0.01
C  13.099  12.111  11.829  0.05
C  11.693  11.993  11.611  0.01
C  11.200  11.177  10.597  0.01
C  9.855  11.096  10.376  0.00
C  8.928  11.840  11.092  0.01
C  9.388  12.562  12.155  0.00
C  10.762  12.581  12.510  0.01
H  11.992  10.683  10.057  0.00
H  9.542  10.546  9.502  0.00
H  7.856  11.869  10.794  0.00
H  8.793  13.294  12.702  0.00
H  11.204  13.245  13.240  0.00
F  17.081  19.771  12.064  0.00
C  16.929  18.501  11.610  0.00
C  18.018  17.741  11.227  0.00
F  19.274  18.236  11.314  0.00
C  17.810  16.486  10.686  0.00
F  18.930  15.842  10.373  0.00
C  16.561  15.906  10.477  0.01
Se  16.361  14.311  9.463  0.01
C  15.482  16.678  11.011  0.00
F  14.259  16.168  10.946  0.00
C  15.670  17.957  11.528  0.00
F  14.682  18.730  12.012  0.00

The value obtained for the energy above the lowest of the compared OMol25 structures with the same formula, charge and spin is 17.1 kcal per mole. The molar mass is 815.537 g mol⁻¹. For the orbital gap (spin up / spin down), the calculation gives 6.70 / 7.04 eV. As for the multiplicity: 5. For the HOMO energy (spin up / spin down), the calculation gives -0.25584 / -0.26827 Eh. The LUMO energy (spin up / spin down) is -0.2574 / -0.2601 eV. As for the expectation value of S²: 6.026. As for the total charge: 0.